The following is a DFT calculation (ωB97M-V with the def2-TZVPD basis set) of 11 unconnected molecules or ions with the total composition C22H58N20O16.

Atoms and positions in Å:
C 1.05238 0.21972 0.82379
C 2.30997 -0.00268 1.83386
C 2.67765 -1.56968 1.89809
O 2.61811 -2.31287 0.88720
O 3.12378 -2.07472 3.15519
C 2.20242 -3.15218 3.54984
C 2.40638 -3.41709 5.11159
C 3.54103 -4.51042 5.37082
C 5.01110 -4.00606 5.85820
C 5.49868 -5.40636 6.46816
C 6.47792 -5.43455 7.73575
C 7.79433 -6.26665 7.27568
O 8.53916 -6.65574 8.48234
C 9.59631 -7.54333 8.13496
O 10.42341 -7.17926 7.26511
O 4.33637 -6.19734 6.86081
C 3.19364 -5.31384 6.74490
O 2.23203 -5.18367 7.51378
H 0.11300 0.11003 1.46787
H 1.12743 1.30526 0.46174
H 1.03997 -0.52587 -0.03852
H 1.97359 0.40101 2.85132
H 3.16096 0.63824 1.43504
H 2.40175 -4.08266 2.90555
H 1.10197 -2.87439 3.33839
H 1.41500 -3.86735 5.49456
H 2.56794 -2.46054 5.72767
H 3.70890 -5.33377 4.59658
H 5.78749 -3.77246 5.06223
H 4.75077 -3.13998 6.54868
H 6.01916 -5.89883 5.58086
H 6.76744 -4.40908 8.13332
H 6.01930 -6.04076 8.60229
H 7.47136 -7.19467 6.68670
H 8.47996 -5.61999 6.61708
H 9.76075 -8.57825 8.61803
N 8.42813 -11.54088 7.10362
C 8.51408 -11.27372 8.42900
N 8.63910 -12.36687 9.22064
O 8.48118 -10.13409 8.87685
H 8.45295 -12.46766 6.71717
H 8.33426 -10.75453 6.48198
H 8.70617 -12.20965 10.21306
H 8.66815 -13.31020 8.87276
N -2.16279 0.98039 -1.34912
C -1.33610 2.04425 -1.51437
N -1.48048 2.69548 -2.68885
O -0.52136 2.38554 -0.66090
H -2.83675 0.68346 -2.03334
H -2.08498 0.46900 -0.48541
H -0.88174 3.49557 -2.85076
H -2.14152 2.42918 -3.39670
N -6.90847 3.43083 -1.73875
C -5.75288 2.72828 -1.69312
N -5.26347 2.51263 -0.44360
O -5.18746 2.31605 -2.69962
H -7.38317 3.77501 -0.92451
H -7.30878 3.61414 -2.65851
H -4.40354 1.99228 -0.37291
H -5.70620 2.83848 0.39545
N 5.56840 -13.42733 7.94298
C 5.76726 -14.67293 7.44781
N 4.86886 -15.06292 6.50945
O 6.68705 -15.38898 7.81899
H 4.82220 -12.82159 7.65354
H 6.21750 -13.10446 8.64298
H 4.98466 -15.98313 6.11796
H 4.10821 -14.49064 6.19165
N 2.14872 3.23011 -1.96842
C 1.89319 4.32944 -2.71657
N 2.99371 4.96750 -3.18093
O 0.75328 4.71436 -2.95238
H 3.07349 2.89734 -1.76312
H 1.35149 2.72687 -1.60147
H 2.84442 5.78994 -3.74145
H 3.93897 4.66399 -2.99584
N 5.93681 6.05510 -0.74734
C 6.38379 5.02774 -1.50909
N 7.62512 4.58485 -1.19550
O 5.71728 4.53749 -2.41102
H 6.46649 6.47131 -0.00352
H 5.01669 6.41144 -0.95108
H 7.99133 3.82152 -1.74050
H 8.18773 4.97234 -0.46049
N -9.57445 5.76709 -3.75411
C -9.38482 4.53196 -4.27289
N -10.27864 4.17681 -5.22388
O -8.47453 3.79284 -3.91166
H -10.31353 6.38613 -4.04053
H -8.92929 6.07092 -3.04391
H -10.17089 3.26558 -5.63742
H -11.02979 4.76930 -5.53404
N -11.16053 7.13909 -8.56811
C -10.50705 7.09863 -7.38309
N -9.15734 7.08291 -7.47894
O -11.09047 7.07765 -6.30396
H -10.69934 7.15714 -9.46186
H -12.16626 7.15212 -8.53697
H -8.63435 7.05286 -6.61453
H -8.65900 7.09960 -8.34975
N -4.76673 8.07106 -6.14255
C -6.03829 8.42905 -5.83672
N -6.33998 9.72776 -6.08788
O -6.84932 7.64256 -5.37090
H -4.08526 8.70042 -6.52527
H -4.50524 7.11387 -5.96930
H -7.27593 10.03107 -5.87344
H -5.68915 10.38926 -6.46970
N -10.04478 8.41231 -13.46077
C -9.38872 8.37164 -12.27552
N -8.03656 8.35531 -12.37489
O -9.97150 8.35143 -11.20014
H -9.58636 8.42959 -14.35334
H -11.05091 8.42562 -13.42800
H -7.51364 8.32537 -11.51533
H -7.53975 8.37151 -13.24670

E_LUMO = 0.0099 hartree
frontier orbital gap = 0.3332 Eh
SMILES = CCC(=O)OCC[C@H]1C[C@@H](CCOC=O)OC1=O.NC(N)=O.NC(N)=O.NC(N)=O.NC(N)=O.NC(N)=O.NC(N)=O.NC(N)=O.NC(N)=O.NC(N)=O.NC(N)=O
total charge = 0
molecular weight = 858.83 g/mol
maximum force = 4.672 eV Å⁻¹
HOMO = -8.798 eV
E = -3172.3830 hartree

Here are the Löwdin charges for atoms 1 to 8, given in e: -0.112 -0.121 -0.377 0.057 -0.082 -0.172 -0.112 -0.174

=====

The following is a DFT calculation (ωB97M-V with the def2-TZVPD basis set) of 9 unconnected molecules or ions with the total composition C22H59F6NO23PS7.

Atoms and positions in Å:
P -0.81936 -0.17625 -1.12849
F -0.73405 -1.52554 -2.02215
F 0.79296 -0.22091 -0.80935
F -0.48277 0.67326 -2.46294
F -0.89498 1.22392 -0.33782
F -2.41359 -0.12527 -1.52310
F -1.09638 -1.05303 0.19346
C -6.20266 1.31953 -1.40375
N -6.84346 1.20165 -2.73951
O -6.08418 1.23716 -3.68739
O -8.04717 1.08191 -2.81339
H -6.82730 0.89178 -0.62355
H -6.08582 2.38863 -1.24440
H -5.28248 0.74313 -1.41570
O 2.44111 5.15375 -2.44259
S 2.84297 3.78476 -2.25515
O 4.11921 3.31773 -2.72945
O 2.76818 3.45956 -0.69214
C 1.61143 3.89710 0.03985
C 2.01657 3.95020 1.49234
C 1.54468 2.70692 -2.95177
H 0.80750 3.17798 -0.12806
H 1.26265 4.88726 -0.25550
H 1.20191 4.30428 2.12754
H 2.84040 4.64319 1.66951
H 2.32609 2.97178 1.85875
H 0.65225 2.84370 -2.34732
H 1.86705 1.67324 -2.91102
H 1.38499 3.12783 -3.94051
O -0.32932 -1.68467 3.47158
S 0.90290 -0.91819 3.40812
O 1.75493 -0.76813 4.54734
O 1.80662 -1.51374 2.23415
C 1.38244 -2.73346 1.62865
C 2.24179 -2.98357 0.39965
C 0.44579 0.76991 2.85516
H 0.33956 -2.75988 1.31051
H 1.50386 -3.56653 2.32561
H 3.27376 -3.05114 0.74908
H 2.17904 -2.12826 -0.27617
H 1.92190 -3.84548 -0.18065
H 1.43189 1.22265 2.81017
H -0.25126 1.10415 3.61563
H 0.01037 0.69774 1.86218
O -4.77549 -3.55806 1.38367
S -3.83293 -4.64138 1.22230
O -4.03880 -5.92839 1.81668
O -3.64507 -4.86709 -0.36202
C -3.70259 -3.68311 -1.17291
C -2.80424 -3.91498 -2.36978
C -2.22202 -4.03846 1.68182
H -3.32810 -2.77834 -0.68510
H -4.74682 -3.47483 -1.40822
H -3.06811 -4.79241 -2.96006
H -1.79054 -4.07623 -1.99904
H -2.75735 -3.02590 -2.99639
H -2.15097 -4.02955 2.77167
H -2.04884 -3.01779 1.34942
H -1.47365 -4.75221 1.34356
O 4.59983 -0.72412 4.36365
S 5.13133 -0.85747 3.04330
O 4.99340 -2.09889 2.33246
O 4.58822 0.39663 2.16944
C 4.38947 0.19316 0.75473
C 5.19428 1.22719 -0.02023
C 6.86100 -0.28912 3.06538
H 3.33198 0.32774 0.52335
H 4.69416 -0.81308 0.46847
H 4.74431 2.21103 0.13563
H 5.22227 1.08373 -1.09845
H 6.22033 1.36180 0.32981
H 6.88590 0.64038 3.62466
H 7.19161 -0.17901 2.03695
H 7.45043 -1.04113 3.58803
O -3.61301 5.10596 -3.59549
S -2.73631 4.24994 -2.83742
O -1.35783 4.60236 -2.58234
O -3.45615 4.02038 -1.38341
C -2.60824 4.09465 -0.22663
C -2.48049 5.52215 0.28704
C -2.81024 2.54657 -3.44633
H -1.63515 3.65756 -0.42542
H -3.09684 3.51120 0.55490
H -1.77240 5.60482 1.11758
H -3.38235 5.98467 0.68703
H -2.07516 6.13627 -0.52017
H -1.76322 2.26626 -3.54019
H -3.21464 2.58274 -4.45296
H -3.30168 1.99104 -2.66171
O 6.30526 -1.08268 -2.26680
S 5.64591 -2.36339 -2.27018
O 5.91871 -3.35745 -1.28366
O 4.05212 -2.14473 -2.23647
C 3.50073 -1.01228 -2.91046
C 2.24641 -1.46402 -3.63220
C 5.79278 -3.06895 -3.92861
H 4.18047 -0.42488 -3.53334
H 3.21170 -0.26666 -2.15721
H 1.76450 -0.64308 -4.16070
H 1.57328 -2.00206 -2.97147
H 2.54708 -2.17041 -4.41746
H 6.82115 -3.29815 -4.19068
H 5.28819 -2.40742 -4.62483
H 5.26842 -4.02028 -3.83169
O -5.54801 1.36688 3.17856
S -4.26797 0.71538 3.19734
O -3.09204 1.35773 3.70980
O -4.52131 -0.64514 4.01287
C -3.34733 -1.35065 4.42484
C -3.75366 -2.66975 5.06384
C -4.02459 0.10079 1.51172
H -2.75140 -0.78268 5.13990
H -2.70755 -1.55741 3.56145
H -2.82362 -3.16139 5.37208
H -4.34237 -3.30599 4.41264
H -4.15446 -2.46409 6.06006
H -4.90763 -0.48518 1.28074
H -3.08847 -0.45765 1.48543
H -3.87562 0.92819 0.81983

E_LUMO = 0.0666 hartree
frontier orbital gap = 0.3962 Eh
energy relative to the best compared isomer or geometry (same formula, charge and spin) = 0.0 kJ/mol
total charge = -1
molecular weight = 1075.13 g/mol
maximum force = 2.275 eV Å⁻¹
HOMO = -8.969 eV
E = -6386.9693 hartree

Here are the Löwdin charges for atoms 1 to 8, given in e: 0.198 -0.158 -0.166 -0.172 -0.150 -0.171 -0.145 0.045

=====

The following is a DFT calculation (ωB97M-V with the def2-TZVPD basis set) of 6 unconnected molecules or ions with the total composition C22H59N3O11.

Atoms and positions in Å:
C 5.44769 3.30975 4.51096
O 4.44491 4.00293 3.86554
C 3.15098 3.51133 4.17738
C 2.16460 4.25456 3.24655
N 1.07695 3.37532 2.81360
C 0.33415 3.85550 1.70362
C -0.90106 2.90967 1.41275
O -2.03769 3.24081 2.19639
C -3.28243 2.71408 1.87257
H 5.45748 2.26474 4.20120
H 5.41077 3.36529 5.59892
H 6.42885 3.76673 4.38219
H 2.97212 3.46533 5.25163
H 3.18062 2.48171 3.82086
H 2.63850 4.64413 2.34558
H 1.77903 5.09590 3.82237
H 0.40998 3.08279 3.51338
H 0.89085 3.92944 0.76942
H -0.01675 4.86964 1.89467
H -0.56583 1.87728 1.51222
H -1.15749 3.11423 0.37329
H -3.74129 2.91148 0.90376
H -3.99833 3.13339 2.57950
H -3.33198 1.62818 1.95308
C -3.10646 -1.80841 0.07567
O -3.54428 -2.95012 0.73376
C -3.00297 -4.15255 0.22907
C -3.55101 -5.38511 0.96957
N -2.97345 -5.44657 2.24096
C -3.55187 -6.63091 2.92519
C -3.00701 -6.87686 4.35105
O -3.73744 -6.14049 5.32298
C -3.04027 -6.23928 6.58863
H -3.44048 -1.80825 -0.96189
H -2.02001 -1.72761 0.11013
H -3.49703 -0.87590 0.48311
H -1.91384 -4.11886 0.25622
H -3.30077 -4.16390 -0.81940
H -3.23590 -6.29236 0.45410
H -4.63013 -5.24755 0.90126
H -3.31384 -4.63357 2.73418
H -3.38664 -7.53010 2.33167
H -4.63686 -6.60340 2.82451
H -1.95236 -6.72039 4.57765
H -3.18929 -7.94599 4.45974
H -3.61707 -5.65233 7.30339
H -2.00488 -5.90943 6.67382
H -3.14213 -7.23525 7.01967
C -0.13930 5.38090 -3.30317
O 0.79768 4.39796 -2.97823
C 0.30380 3.09379 -3.18989
C 1.41388 2.15518 -2.81771
N 2.66293 2.30435 -3.65267
C 3.64263 1.23781 -3.50933
C 4.55961 1.16658 -4.69439
O 5.69282 0.43025 -4.38942
C 6.64956 1.20497 -3.73543
H 0.17488 6.33637 -2.88306
H -1.05714 5.08627 -2.79440
H -0.25848 5.49354 -4.38076
H 0.13775 2.95719 -4.25846
H -0.62858 2.89239 -2.66244
H 1.00219 1.15014 -2.90993
H 1.56559 2.41007 -1.76885
H 3.06602 3.17552 -3.33854
H 3.27591 0.22649 -3.33371
H 4.15004 1.40098 -2.55854
H 4.86099 2.03746 -5.27649
H 4.10364 0.66447 -5.54767
H 6.80706 2.20465 -4.14030
H 7.59886 0.71654 -3.95540
H 6.47875 1.28989 -2.66225
O 3.56635 -2.49610 -1.57956
C 2.34126 -1.70653 -1.47187
C 1.76178 -1.82925 -0.09035
O 0.88864 -0.75238 0.24849
H 3.95048 -2.36649 -2.44976
H 2.48592 -0.64259 -1.65952
H 1.61500 -2.05034 -2.20837
H 2.55339 -1.93979 0.65075
H 1.13461 -2.71558 0.00542
H 1.41320 0.01975 0.47265
O -3.22912 1.44814 -3.05033
C -4.10398 0.37895 -3.30600
C -3.37587 -0.83138 -3.95044
O -2.42202 -1.25887 -3.03188
H -2.77436 1.19557 -2.24347
H -4.42273 0.02436 -2.32581
H -4.96531 0.65670 -3.91352
H -2.99524 -0.51499 -4.92159
H -4.10647 -1.61114 -4.16559
H -2.26379 -2.18304 -3.23799
O -1.48563 0.68702 -1.14156
H -1.69938 -0.05471 -1.70759
H -0.68644 0.41990 -0.68750

E_LUMO = 0.0109 hartree
frontier orbital gap = 0.3275 Eh
SMILES = COCCNCCOC.COCCNCCOC.COCCNCCOC.OCCO.OCCO.O
energy relative to the best compared isomer or geometry (same formula, charge and spin) = 180.6 kJ/mol
total charge = 0
molecular weight = 541.72 g/mol
maximum force = 2.939 eV Å⁻¹
HOMO = -8.617 eV
E = -1865.2664 hartree

Here are the Löwdin charges for atoms 1 to 8, given in e: -0.152 -0.194 -0.203 -0.173 -0.089 -0.219 -0.185 -0.179

=====

The following is a DFT calculation (ωB97M-V with the def2-TZVPD basis set) of a molecular structure, C22H60Li2O12.

Atoms and positions in Å:
Li 1.96552 2.89294 4.29442
Li 3.91145 -0.31388 2.32576
C 6.82583 4.90765 4.23415
C 6.55562 3.79879 3.17612
O 5.30100 3.14943 3.26945
H 6.30214 5.85622 4.11562
H 7.86432 5.18613 4.41329
H 6.51351 4.48249 5.18799
H 7.31409 3.02030 3.09383
H 6.54589 4.21671 2.16946
C -0.38213 1.85802 0.61430
C -0.12803 0.48494 1.32787
O 0.69273 0.58863 2.48048
H -0.99151 2.46859 1.28061
H -0.88253 1.66185 -0.33396
H 0.52251 2.42181 0.38656
H 0.24408 -0.10370 0.48933
H -1.04828 0.04654 1.71394
C -0.71963 1.76678 -6.67523
C -0.23849 1.21715 -8.01866
C 1.20006 1.94901 -8.34702
O -0.02050 -0.15649 -7.91265
H -0.96350 2.82914 -6.68004
H -0.06753 1.54015 -5.83172
H -1.59404 1.13903 -6.50364
H -0.86456 1.51522 -8.85966
H 1.57686 1.60550 -9.31041
H 1.91781 1.71643 -7.56035
H 1.12365 3.03112 -8.45334
H 0.16402 -0.24775 -8.85032
C -5.97488 4.10494 -3.64143
C -6.27265 4.37308 -2.19177
C -5.08625 5.16354 -1.56982
O -7.44932 5.02723 -2.05837
H -5.94586 5.01918 -4.23425
H -6.73227 3.46810 -4.09848
H -4.92606 3.81706 -3.71363
H -6.35520 3.36206 -1.79288
H -5.28233 6.20018 -1.84374
H -4.14040 4.69244 -1.83725
H -5.09924 4.96710 -0.49775
H -7.55794 5.70106 -2.73346
C 5.05816 3.21649 -2.95135
C 5.58194 1.95863 -3.67123
C 6.65166 1.30278 -2.80067
O 4.46522 1.11912 -3.82743
H 4.85323 2.96283 -1.91127
H 4.15052 3.71048 -3.29815
H 5.83154 3.96728 -2.78913
H 5.94069 2.34910 -4.62357
H 6.17079 0.86596 -1.92543
H 7.34571 2.11380 -2.58008
H 7.16320 0.54267 -3.39115
H 4.23607 0.63085 -3.03327
C -5.61102 -4.94198 4.15470
C -6.29718 -3.67622 4.86358
C -6.52636 -2.57560 3.89198
O -7.54825 -4.02754 5.37575
H -5.80742 -5.88315 4.66824
H -4.52855 -5.01526 4.04984
H -5.88062 -5.00565 3.10048
H -5.57109 -3.30848 5.58859
H -7.15642 -1.80300 4.33268
H -6.92856 -2.98320 2.96451
H -5.61506 -2.09024 3.54260
H -7.47682 -3.69623 6.27393
C -1.04494 -3.26470 6.58881
C -1.16684 -3.69563 8.09487
O -2.52673 -3.43036 8.55487
O -0.51032 -1.92806 6.67939
H -2.00891 -3.23269 6.08103
H -0.35042 -3.90585 6.04598
H -0.43218 -3.12609 8.66408
H -1.04429 -4.77602 8.17122
H -2.75629 -2.58221 8.16816
H -0.31861 -1.56078 5.81339
C -2.30392 -4.65048 -2.21639
C -3.65735 -3.97297 -1.91227
O -4.04494 -3.12369 -2.96624
O -2.31573 -5.60228 -3.20265
H -2.09578 -5.12364 -1.25676
H -1.50726 -3.91427 -2.32339
H -3.62871 -3.40750 -0.98086
H -4.33564 -4.81744 -1.79018
H -3.83357 -3.57660 -3.78587
H -1.75053 -5.20480 -3.86910
C 6.82490 -2.14697 1.82210
C 5.90254 -3.07856 0.84588
O 4.71740 -2.33280 0.39467
O 6.11125 -2.04504 3.00971
H 7.07075 -1.15211 1.45072
H 7.79394 -2.60988 2.00857
H 5.70732 -4.03439 1.33206
H 6.37975 -3.31351 -0.10553
H 4.07596 -2.97623 0.08458
H 6.72986 -1.57266 3.57166

E_LUMO = -0.0457 hartree
frontier orbital gap = 0.1809 Eh
total charge = 0
molecular weight = 530.59 g/mol
maximum force = 5.059 eV Å⁻¹
HOMO = -6.167 eV
E = -1791.7989 hartree

Here are the Löwdin charges for atoms 1 to 8, given in e: 0.832 0.789 -0.124 -0.523 -0.489 0.050 0.045 0.045